C19H19NO5 in the gas phase. Source: the Open Molecules 2025 dataset; level of theory: the ωB97M-V functional and the def2-TZVPD basis.

Results
* structure (SMILES): CCOC(=O)/C(=C\c1ccc(OC)c(OC)c1)C(=O)c1cccnc1
* spin multiplicity: 1
* max |F|: 0.79 eV Å⁻¹
* total charge: 0
* calculated total energy: -1166.33211 hartree
* frontier orbital gap: 7.82 eV
* energy relative to the best compared isomer or geometry (same formula, charge and spin): 46.22 kcal/mol

Each line ends with the natural charge from an NBO analysis.
Positions of all 44 atoms, in Å:
O  4.171  1.631  -0.140  -0.509
H  -4.567  4.231  1.199  0.223
H  4.537  3.566  -0.445  0.202
H  3.204  3.268  0.696  0.177
C  6.145  -0.185  -0.168  -0.241
O  -1.077  -2.996  0.832  -0.595
C  -3.159  4.044  -0.414  0.049
C  -2.256  2.000  -0.815  0.059
H  0.923  -2.389  0.803  0.251
C  -2.645  -3.655  -1.243  -0.074
C  2.917  -1.754  0.440  -0.243
H  -1.619  1.403  -1.455  0.203
C  1.040  -0.263  0.494  -0.143
C  -3.791  2.237  0.996  -0.126
H  -4.654  -3.497  -0.494  0.219
H  -4.345  1.811  1.820  0.235
C  -3.805  -4.170  -0.405  -0.635
H  3.337  -2.744  0.518  0.228
H  6.232  0.543  0.640  0.184
H  6.016  0.342  -1.116  0.184
C  -2.815  -0.021  0.605  0.552
O  -3.789  -0.645  0.976  -0.531
C  -0.354  0.086  0.617  -0.058
C  1.936  0.795  0.273  -0.198
C  -2.925  1.424  0.267  -0.191
C  3.295  0.603  0.104  0.210
H  1.531  1.792  0.210  0.210
C  3.809  -0.709  0.190  0.297
N  -2.362  3.274  -1.138  -0.422
H  -2.903  -3.622  -2.303  0.190
H  7.048  -0.793  -0.210  0.190
O  5.098  -1.102  0.066  -0.488
C  -3.911  3.572  0.652  -0.259
H  -3.512  -4.222  0.641  0.225
H  -4.092  -5.161  -0.744  0.213
H  2.951  3.039  -1.059  0.180
C  1.564  -1.554  0.584  -0.176
H  -0.510  1.139  0.830  0.213
O  -2.326  -2.305  -0.901  -0.497
C  3.669  2.941  -0.239  -0.251
C  -1.574  -2.113  0.182  0.804
H  -3.197  5.083  -0.712  0.195
C  -1.478  -0.647  0.461  -0.253
H  -1.757  -4.278  -1.094  0.196

***

A molecular structure, C19H20BN8OPdS4. Source: the Open Molecules 2025 dataset; level of theory: the ωB97M-V functional and the def2-TZVPD basis.

Results
* spin multiplicity: 2
* max |F|: 0.44 eV Å⁻¹
* total charge: 0
* calculated total energy: -2994.98257 hartree
* frontier orbital gap (spin up / spin down): 7.73 / 6.51 eV
* ⟨S²⟩: 0.76
* energy relative to the best compared isomer or geometry (same formula, charge and spin): 1.55 kcal/mol

Each line ends with the natural charge from an NBO analysis.
Positions of all 54 atoms, in Å:
C  -1.723  0.915  2.468  0.193
H  3.707  1.302  1.539  0.228
S  4.799  -2.862  2.678  0.371
H  4.463  -0.080  0.734  0.214
C  1.671  0.772  -2.200  -0.026
C  2.927  0.896  -0.401  0.141
H  -3.084  2.668  2.437  0.232
B  -0.602  0.593  -0.999  0.927
H  3.858  0.793  -2.434  0.225
H  -1.049  0.897  4.502  0.233
H  -1.832  -1.098  -3.000  0.246
N  -1.331  1.346  -2.102  -0.391
C  3.243  -2.102  2.509  -0.409
C  -0.983  2.528  -2.668  -0.024
H  0.007  2.933  -2.551  0.229
S  2.182  -2.604  1.299  0.093
C  2.983  0.814  -1.806  -0.347
H  -1.798  -3.778  -2.420  0.231
H  -2.759  0.529  4.284  0.231
H  -1.534  -0.681  3.875  0.232
N  -0.466  -1.808  -0.190  -0.319
N  1.669  0.918  0.023  -0.315
C  -1.408  -2.963  -1.837  -0.348
C  -0.548  -4.249  0.252  -0.653
O  6.383  -2.073  4.632  -0.519
C  -0.797  -3.039  -0.584  0.190
C  -2.026  2.049  0.602  0.031
N  -1.164  1.049  0.372  -0.326
C  -3.083  2.040  -3.127  0.143
H  -2.131  3.908  -3.935  0.226
C  5.334  -1.910  4.089  0.217
H  -5.012  2.945  -3.355  0.218
Pd  0.468  -1.093  1.490  0.643
C  4.055  0.923  0.579  -0.640
N  -0.985  0.351  1.516  -0.307
N  -2.637  1.064  -2.359  -0.299
H  -1.323  -4.991  0.067  0.230
S  4.144  -0.682  4.592  0.373
H  -5.023  1.180  -3.219  0.231
H  1.233  0.694  -3.182  0.222
H  -2.331  2.706  -0.196  0.236
C  2.936  -1.082  3.406  -0.414
C  -4.487  2.031  -3.635  -0.639
H  -0.552  -3.998  1.311  0.233
S  1.472  -0.255  3.376  0.112
N  0.901  0.851  -1.095  -0.380
H  0.415  -4.705  0.015  0.233
C  -1.429  -1.619  -2.151  0.028
C  -1.766  0.383  3.860  -0.653
C  -2.071  3.006  -3.350  -0.355
H  4.868  1.558  0.227  0.222
N  -0.872  -0.939  -1.142  -0.323
C  -2.399  2.013  1.928  -0.346
H  -4.511  1.958  -4.724  0.219

***

C19H20BNO4 in the gas phase at a distorted geometry. Source: the Open Molecules 2025 dataset; level of theory: the ωB97M-V functional and the def2-TZVPD basis.

Results
* structure (SMILES): Cc1cccc2c(C[C@H](NC(=O)Cc3ccccc3)B(O)O)coc12
* spin multiplicity: 1
* max |F|: 2.67 eV Å⁻¹
* total charge: 0
* calculated total energy: -1116.70893 hartree
* frontier orbital gap: 8.85 eV
* energy relative to the best compared isomer or geometry (same formula, charge and spin): 6.57 kcal/mol

Each line ends with the natural charge from an NBO analysis.
Positions of all 45 atoms, in Å:
H  -0.335  2.597  0.204  0.217
H  3.427  4.292  0.645  0.226
H  -0.922  -1.579  -2.320  0.229
H  -4.123  0.471  2.547  0.206
C  -1.336  0.725  0.681  -0.257
H  2.591  -1.619  0.939  0.209
H  -3.671  -1.670  1.259  0.249
O  0.492  -4.392  -2.912  -0.890
C  1.468  -0.435  -1.409  -0.110
O  1.371  1.840  -1.498  -0.433
H  1.584  -2.075  -2.794  0.247
H  -1.899  3.929  1.553  0.208
O  -2.949  -1.897  -1.027  -0.645
C  1.059  0.670  -2.116  0.120
C  3.067  1.662  1.770  -0.219
O  -1.926  -3.831  -2.834  -0.919
C  -2.608  -1.446  1.189  -0.531
C  2.006  1.508  -0.324  0.331
N  -0.820  -2.244  -0.365  -0.620
C  -2.366  0.077  1.340  0.079
H  -2.474  -3.276  -2.236  0.521
H  2.001  4.094  -0.354  0.226
H  -0.641  0.116  0.108  0.218
H  1.825  4.228  1.396  0.227
C  -2.019  2.870  1.466  -0.211
H  3.515  -0.186  2.738  0.212
C  3.085  0.255  1.862  -0.206
C  -3.247  0.894  2.033  -0.221
B  -0.572  -3.581  -2.536  1.121
H  0.127  -5.115  -3.470  0.496
C  2.586  -0.543  0.884  -0.212
C  -2.159  -1.922  -0.110  0.697
H  1.803  -2.512  -1.124  0.217
H  -2.098  -2.005  1.972  0.224
C  2.448  3.822  0.603  -0.643
H  -0.096  -2.205  0.351  0.403
H  0.612  0.642  -3.110  0.209
H  3.630  2.239  2.495  0.213
C  2.027  0.093  -0.227  -0.127
H  -3.743  2.878  2.691  0.213
C  2.556  2.342  0.689  -0.046
C  1.205  -1.850  -1.786  -0.422
C  -3.056  2.263  2.147  -0.214
C  -1.150  2.105  0.710  -0.195
C  -0.277  -2.231  -1.719  -0.396

***

A molecular structure, C19H20Cl3F2N3OS2Ti. Source: the Open Molecules 2025 dataset; level of theory: the ωB97M-V functional and the def2-TZVPD basis.

Results
* spin multiplicity: 1
* max |F|: 0.96 eV Å⁻¹
* total charge: -2
* calculated total energy: -4201.72221 hartree
* frontier orbital gap: 4.29 eV
* energy relative to the best compared isomer or geometry (same formula, charge and spin): 38.41 kcal/mol

Each line ends with the natural charge from an NBO analysis.
Positions of all 51 atoms, in Å:
H  -2.647  2.477  0.250  0.247
H  -0.113  2.623  -0.738  0.229
C  -2.690  3.042  -0.678  -0.598
Ti  -0.180  0.034  -0.436  1.724
H  2.888  -0.143  -4.655  0.190
H  0.777  0.003  -3.457  0.185
C  -5.128  -1.575  1.520  -0.257
Cl  -5.671  -3.585  3.264  -0.068
H  0.074  1.885  -2.321  0.193
C  -4.597  -2.563  2.326  -0.064
N  1.215  0.191  2.357  -0.400
H  -1.861  -0.069  4.882  0.206
C  -0.558  1.895  -1.426  -0.875
F  -1.921  -2.310  -1.568  -0.400
Cl  -0.693  -2.214  1.688  0.100
S  0.397  0.792  4.704  0.162
C  -0.678  -1.704  -1.813  0.132
C  4.035  -0.162  -1.467  -0.192
N  1.582  -0.030  -1.547  -0.693
H  -3.739  3.240  -0.921  0.177
H  -1.401  0.998  6.233  0.195
H  -3.032  3.430  -3.353  0.179
F  0.221  -2.776  -1.782  -0.391
C  -3.230  -2.761  2.393  -0.255
H  -1.424  4.047  -2.932  0.188
N  1.284  0.242  0.958  -0.562
H  -2.189  4.002  -0.511  0.184
C  -2.012  3.136  -3.079  -0.592
S  -0.842  1.928  2.150  -0.371
C  -1.992  2.286  -1.804  -0.234
C  1.707  -0.053  -2.901  0.071
O  -2.079  -0.108  0.185  -0.779
C  -4.274  -0.769  0.790  -0.110
C  2.885  -0.131  -3.573  -0.375
H  -2.581  1.383  -2.008  0.194
C  4.105  -0.213  -2.816  -0.270
C  -1.347  0.855  5.152  -0.757
H  -2.808  -3.544  3.007  0.226
C  2.580  0.087  0.540  -0.090
Cl  -4.962  0.443  -0.245  -0.011
H  4.926  -0.206  -0.850  0.191
H  -1.821  1.691  4.640  0.245
C  0.300  0.913  2.903  -0.083
C  -2.399  -1.945  1.653  -0.101
C  -2.865  -0.885  0.835  0.416
H  3.367  0.022  1.279  0.189
C  2.774  -0.034  -0.800  0.020
H  5.060  -0.305  -3.321  0.182
H  -6.197  -1.428  1.452  0.222
H  -0.723  -1.405  -2.873  0.088
H  -1.574  2.593  -3.922  0.192

***

spin multiplicity of number 3 (C19H20BNO4)? 1

***

Which of these has the highest max |F|? C19H20BNO4